Entry 1:
Here is a structure of composition C33H55CsFKN3O4 at a distorted geometry from OMol25. Energies are from ωB97M-V/def2-TZVPD.

Output
Frontier orbital gap ... 6.53 eV
Lowest unoccupied orbital energy ... -3.1 eV
Total energy ... -2474.78498 Ha
Charge ... +1

Last column: Mulliken charge in e.
Element x y z (Å)
C -0.02 -2.99 3.06  -0.151
C 1.00 -3.70 2.61  -1.096
C 1.89 -4.89 1.93  2.090
C 3.15 -4.18 1.21  -0.297
N 3.96 -3.55 0.57  -0.561
C 1.04 -5.68 0.76  -0.977
C -0.23 -4.81 0.26  0.200
C -0.98 -5.45 -1.05  -0.739
C -0.87 -4.46 -2.32  -0.765
C -1.95 -3.24 -2.31  -0.533
C -1.38 -1.85 -1.72  -0.685
C -1.69 -1.57 -0.17  0.859
C -3.24 -1.76 0.26  -0.271
C -3.55 -1.48 1.84  -0.659
C -2.65 -0.28 2.50  -1.936
C -3.13 1.18 1.89  0.007
C -1.89 2.24 1.77  -0.513
C -2.54 3.71 1.97  -0.451
C -1.52 4.95 1.83  -0.825
C -0.24 4.68 0.88  -0.189
C -0.06 6.03 -0.04  -0.832
C 0.90 5.56 -1.28  -0.705
C 1.61 6.81 -2.06  -0.237
C 3.19 6.49 -2.30  -0.503
C 3.99 6.37 -0.88  -0.925
C 2.33 -5.87 3.14  -0.026
C 1.44 -5.61 4.49  -0.100
N 0.72 -5.66 5.48  -0.557
C 3.89 -5.80 3.56  0.162
C 4.09 -6.53 5.01  -1.142
F 4.69 -6.56 2.59  -0.340
H -0.84 -2.53 3.74  0.321
H 1.77 -5.73 -0.15  0.261
H 0.78 -6.74 1.11  0.331
H -1.05 -4.66 1.05  0.048
H 0.21 -3.79 -0.11  0.322
H -2.08 -5.72 -0.84  0.299
H -0.44 -6.45 -1.30  0.348
H -1.13 -5.10 -3.26  0.343
H 0.20 -4.06 -2.51  0.273
H -2.94 -3.59 -1.84  0.251
H -2.20 -3.04 -3.43  0.324
H -0.22 -1.87 -1.87  0.364
H -1.75 -0.94 -2.36  0.296
H -1.42 -0.46 0.03  -0.315
H -1.05 -2.19 0.57  -0.471
H -3.64 -2.83 0.05  0.373
H -3.86 -1.02 -0.40  0.297
H -3.34 -2.47 2.43  0.561
H -4.71 -1.24 1.93  0.294
H -1.52 -0.46 2.42  0.223
H -2.89 -0.23 3.66  0.585
H -4.05 1.63 2.47  0.200
H -3.49 0.98 0.79  0.572
H -1.46 2.06 0.70  0.103
H -1.10 1.96 2.56  0.255
H -2.95 3.74 3.06  0.264
H -3.49 3.85 1.30  0.198
H -1.18 5.38 2.85  0.366
H -2.13 5.81 1.33  0.345
H 0.69 4.61 1.56  0.161
H -0.36 3.82 0.13  0.095
H -1.10 6.22 -0.51  0.311
H 0.37 6.92 0.54  0.377
H 0.20 5.03 -2.06  0.060
H 1.67 4.75 -0.95  0.316
H 1.49 7.78 -1.46  0.293
H 1.11 6.94 -3.12  0.446
H 3.68 7.38 -2.86  0.349
H 3.38 5.53 -2.90  0.147
H 3.34 5.89 -0.06  0.220
H 4.94 5.72 -1.01  0.309
H 4.27 7.43 -0.52  0.293
H 2.13 -6.96 2.79  0.373
H 4.28 -4.73 3.69  0.362
H 3.85 -5.75 5.83  0.330
H 5.18 -6.87 5.18  0.348
H 3.40 -7.46 5.05  0.305
Cs -5.18 0.07 3.11  0.908
C -4.35 3.31 -1.32  0.755
O -3.92 4.45 -1.67  -0.756
O -3.69 2.32 -1.98  -0.402
O -5.23 2.97 -0.51  -0.730
H -3.13 2.96 -2.46  0.232
N 2.27 4.05 -5.40  0.213
C 3.42 3.78 -6.09  -0.504
C 3.74 2.46 -5.89  -0.407
C 2.74 1.91 -5.05  -0.548
C 1.85 2.91 -4.76  -0.346
H 1.81 4.95 -5.36  0.020
H 3.91 4.56 -6.67  0.383
H 4.59 1.95 -6.30  0.404
H 2.68 0.89 -4.69  0.414
H 0.95 2.91 -4.16  0.362
K -0.34 5.93 -3.82  0.990
O -1.75 -6.80 1.87  -0.620
H -1.54 -7.73 1.74  0.310
H -1.24 -6.55 2.65  0.293


Entry 2:
Here is a structure of composition C45H54BrClIN3O6PRuSeSi at a distorted geometry from OMol25. Energies are from ωB97M-V/def2-TZVPD.

Output
Frontier orbital gap (alpha / beta) ... 5.98 / 4.68 eV
Lowest unoccupied orbital energy (alpha / beta) ... -0.7 / -2.8 eV
Energy relative to the best compared isomer or geometry (same formula, charge and spin) ... 0.0 kJ/mol
Multiplicity ... 6
Total energy ... -8821.51994 Ha

Last column: Mulliken charge in e.
Element x y z (Å)
Ru -2.13 0.53 -0.59  1.071
C -1.78 -0.96 2.77  -1.362
C -2.32 0.41 3.06  0.321
N -3.38 0.48 3.77  -0.490
C -3.73 1.62 4.32  -0.834
C -2.97 2.78 4.11  0.704
C -3.45 3.99 4.86  -0.511
O -4.12 3.56 6.07  -0.562
C -1.87 2.79 3.22  0.329
C -0.80 3.81 3.20  -0.256
N 0.39 3.45 3.58  -0.262
C 1.30 4.36 4.07  0.725
C 1.09 5.69 4.41  -0.400
C 2.14 6.53 4.75  -0.699
C 3.47 6.05 4.87  -0.590
C 3.67 4.68 4.61  -0.449
C 2.62 3.88 4.21  -0.170
I 3.08 1.92 3.66  0.116
C -1.84 1.65 2.36  0.123
O -1.52 1.68 1.10  -0.227
H -1.64 -1.43 3.76  0.398
H -0.80 -0.87 2.26  0.279
H -2.51 -1.56 2.24  0.272
H -4.58 1.71 4.96  0.564
H -4.13 4.58 4.31  0.204
H -2.63 4.65 5.17  0.423
H -4.15 4.27 6.73  0.314
H -1.05 4.79 2.73  0.527
H 0.12 6.09 4.31  0.430
H 1.96 7.58 4.97  0.360
H 4.23 6.76 5.13  0.389
H 4.65 4.23 4.77  0.334
Se -4.47 -2.30 -1.50  -0.192
C -3.90 -0.86 -0.66  0.267
N -3.90 0.16 0.04  -0.691
O -1.05 -0.24 -1.69  -0.723
Cl 2.15 0.27 -3.27  0.691
O 1.57 -1.14 -3.67  -0.299
O 1.77 1.36 -4.31  -0.408
O -0.71 2.40 -1.19  -0.627
C -4.53 2.20 -4.68  -0.404
C -3.29 1.54 -4.69  -0.617
C -2.23 2.05 -3.95  -0.083
C -2.49 3.04 -3.01  -0.060
C -3.72 3.69 -2.99  -0.095
C -4.71 3.37 -3.92  -1.019
P -1.20 3.62 -1.85  1.866
C -1.90 4.96 -0.78  0.212
C -2.77 4.52 0.21  -0.059
C -3.45 5.47 0.99  -0.472
C -3.16 6.85 0.86  -0.774
C -2.18 7.24 -0.06  -0.748
C -1.57 6.31 -0.89  -0.611
C -0.05 4.59 -2.93  0.101
C -0.41 4.79 -4.29  -0.256
C 0.52 5.29 -5.15  -0.655
C 1.73 5.76 -4.67  -0.538
C 2.02 5.70 -3.29  -0.848
C 1.10 5.11 -2.42  -0.054
H -5.31 1.81 -5.31  0.423
H -3.20 0.59 -5.29  0.347
H -1.21 1.74 -4.14  0.448
H -3.90 4.45 -2.25  0.453
H -5.64 3.89 -4.04  0.416
H -2.96 3.44 0.35  0.205
H -4.30 5.08 1.60  0.456
H -3.72 7.54 1.53  0.348
H -1.88 8.24 -0.09  0.498
H -0.88 6.67 -1.61  0.467
H -1.39 4.52 -4.73  0.296
H 0.28 5.30 -6.24  0.357
H 2.51 6.13 -5.34  0.387
H 2.92 6.15 -2.97  0.464
H 1.36 4.98 -1.36  0.460
C 4.31 -5.16 1.37  -1.912
C 3.46 -6.39 0.99  2.197
C 2.98 -7.13 2.30  -1.511
C 4.27 -7.39 0.22  -1.799
Si 2.03 -5.80 -0.19  -0.202
Br 1.13 -4.07 0.96  -0.373
C 0.67 -7.14 -0.40  2.480
C -0.10 -7.11 -1.75  -1.918
C -0.43 -6.95 0.68  -1.913
C 1.19 -8.61 -0.24  -1.792
C 2.55 -5.02 -1.91  2.248
C 3.59 -3.94 -1.77  -1.953
C 1.29 -4.36 -2.63  -1.962
C 3.08 -6.10 -2.89  -1.657
H 5.37 -5.43 1.48  0.366
H 3.86 -4.76 2.28  0.461
H 4.26 -4.28 0.71  0.275
H 3.87 -7.04 3.02  0.495
H 2.72 -8.17 2.06  0.320
H 2.09 -6.59 2.70  0.200
H 5.01 -7.82 0.91  0.525
H 4.91 -6.95 -0.56  0.377
H 3.75 -8.25 -0.32  0.102
H -0.71 -6.18 -1.85  0.349
H -0.77 -8.01 -1.80  0.536
H 0.66 -7.20 -2.55  0.318
H -0.90 -5.96 0.65  0.409
H -0.06 -7.04 1.72  0.294
H -1.29 -7.62 0.57  0.462
H 1.99 -8.88 -0.99  0.257
H 0.28 -9.27 -0.43  0.504
H 1.51 -8.83 0.76  0.343
H 3.41 -3.15 -0.99  0.242
H 3.65 -3.39 -2.75  0.428
H 4.54 -4.39 -1.51  0.398
H 0.85 -3.53 -2.05  0.399
H 0.51 -5.06 -2.85  0.313
H 1.67 -3.98 -3.61  0.537
H 3.96 -6.59 -2.50  0.286
H 3.36 -5.62 -3.79  0.601
H 2.34 -6.84 -3.18  0.269


Entry 3:
Here is a cluster of 3 separate species, C4H15N2O2 in total at a distorted geometry from OMol25. Energies are from ωB97M-V/def2-TZVPD.

Output
Frontier orbital gap (alpha / beta) ... 4.57 / 8.56 eV
Lowest unoccupied orbital energy (alpha / beta) ... 0.4 / 0.3 eV
Energy relative to the best compared isomer or geometry (same formula, charge and spin) ... 37.1 kJ/mol
Multiplicity ... 2
Total energy ... -421.29509 Ha

Last column: Mulliken charge in e.
Element x y z (Å)
C -1.27 -1.76 -0.51  -0.988
C -1.95 -0.40 -0.65  -0.292
C -1.30 0.61 0.34  -0.825
N 0.05 1.06 -0.04  -0.017
C 0.04 1.64 -1.27  -0.339
N 1.22 2.27 -1.70  -0.459
H -0.36 -1.76 -1.13  0.149
H -1.17 -1.99 0.56  0.309
H -1.85 -2.60 -0.93  0.361
H -1.92 -0.13 -1.70  0.316
H -3.06 -0.36 -0.32  0.299
H -1.83 1.56 0.52  0.351
H -1.23 0.02 1.28  0.260
H 0.82 1.05 0.63  0.219
H -0.82 1.72 -1.93  0.383
H 1.40 2.31 -2.69  0.184
H 2.12 2.22 -1.24  0.176
H 2.48 0.42 2.26  0.316
H 1.19 -0.21 2.45  0.320
O 1.54 0.64 2.16  -0.706
H 1.69 -1.86 0.64  0.322
H 2.53 -2.48 1.67  0.301
O 1.71 -1.97 1.60  -0.640